1.
{"formula": "C13H17BeIN2", "method": "the ωB97M-V functional and the def2-TZVPD basis", "elements": ["C", "H", "H", "H", "H", "C", "H", "H", "Be", "C", "C", "H", "H", "I", "C", "C", "H", "C", "C", "C", "H", "C", "H", "N", "H", "C", "H", "H", "C", "C", "H", "H", "H", "N"], "coordinates": [[2.177609, 1.154065, -0.738428], [1.137493, -0.885112, 2.678842], [-5.398564, -3.118364, 0.988840], [-0.671700, -0.866452, 2.887002], [-5.867639, -3.484516, -0.676743], [1.185311, 2.162362, -0.334040], [5.185771, 0.679471, -2.242998], [2.241775, 3.891091, -1.064265], [-0.019232, -0.360460, 0.560263], [3.374202, 1.468338, -1.391289], [0.371797, 4.429152, -0.156782], [-3.004146, -3.938017, 0.392114], [-3.654057, -4.502389, -1.153153], [0.011614, -2.928496, 0.825171], [2.713734, -1.113670, -0.770991], [-0.763744, 3.932949, 0.482579], [2.389326, -2.114385, -0.495102], [0.193264, -0.375194, 2.394196], [3.917703, -0.866565, -1.420375], [-0.874680, 2.565183, 0.686248], [0.248168, 0.668747, 2.764353], [4.253829, 0.448927, -1.736213], [4.573494, -1.693924, -1.670333], [1.861273, -0.131624, -0.436040], [-1.557109, 4.590176, 0.821934], [-3.914819, -4.278167, -0.113067], [-4.653907, -2.239238, -0.353157], [0.494025, 5.492968, -0.333469], [1.349481, 3.531205, -0.565349], [-5.020418, -3.221095, -0.034087], [3.617405, 2.497786, -1.628215], [-4.227488, -5.215162, 0.360683], [-1.738272, 2.132785, 1.178557], [0.068499, 1.687623, 0.293312]], "forces_ev_per_angstrom": [[0.4855, -1.2224, -0.1576], [-0.6478, 0.1925, -0.1720], [0.0697, 0.0162, -0.1396], [0.6262, 0.1850, -0.1322], [0.0784, 0.0487, 0.1091], [-1.2508, 0.3103, 0.6194], [-0.1266, -0.0339, 0.0612], [-0.1370, -0.0195, 0.0871], [2.4309, -0.1989, 2.2410], [-0.2420, -0.0292, 0.1585], [-0.1875, -0.4282, 0.1338], [-0.1586, -0.0864, -0.1096], [-0.0045, 0.0545, 0.1564], [-0.4443, -0.0928, -1.2644], [-0.3613, 0.4028, 0.1650], [0.1864, 0.0625, -0.0241], [0.0212, 0.1247, -0.0501], [-0.4214, 1.3012, -0.6621], [0.0321, 0.3201, -0.0079], [0.5832, -0.4458, -0.2054], [0.0274, -0.2688, 0.2779], [-0.2780, -0.2840, 0.1739], [-0.0996, 0.1225, 0.0400], [-0.3637, 0.5113, -0.1521], [0.1166, -0.0826, -0.0557], [0.0159, 0.0562, 0.0658], [-0.0487, -0.1359, 0.0244], [-0.0280, -0.1434, 0.0202], [0.0265, -0.1628, 0.1131], [0.0197, -0.0813, -0.0169], [-0.0079, -0.1600, 0.0257], [0.0119, 0.1197, -0.0965], [0.0561, 0.0323, -0.0068], [0.0201, 0.0154, -1.2196]], "energy_ev": -25239.9964, "de_lowest_ev": 1.898}

***

2.
{"formula": "C5H3NO", "method": "the ωB97M-V functional and the def2-TZVPD basis", "elements": ["H", "C", "C", "C", "C", "C", "H", "N", "O", "H"], "coordinates": [[0.235887, -2.380041, -0.261609], [0.390857, -1.308583, -0.208251], [-0.031856, -0.206438, -1.049806], [-0.466149, 2.016519, 0.507458], [-0.094733, 0.670829, 0.221062], [0.197162, -0.385988, 0.991337], [0.115494, -0.581111, 2.050051], [-0.846103, 3.083566, 0.757083], [1.280316, -0.701351, -1.177837], [-0.780876, -0.207401, -1.829487]], "forces_ev_per_angstrom": [[-0.0850, 0.2605, -0.1578], [-0.1041, -0.3673, 0.2553], [-0.3836, 0.2658, -0.1968], [-0.3831, 0.7844, 0.1744], [-0.2789, -0.1679, 0.1987], [-0.1415, 0.0449, 0.0430], [0.4794, 0.1355, 0.0855], [0.4886, -1.0691, -0.3121], [0.0643, 0.1086, 0.1824], [0.3440, 0.0046, -0.2725]], "smiles": "N#CC1=C[C@@H]2O[C@H]12", "energy_ev": -8766.9503, "de_lowest_ev": 3.056}

***

3.
{"formula": "C2H4N2O2S", "method": "the ωB97M-V functional and the def2-TZVPD basis", "elements": ["S", "H", "H", "N", "C", "C", "N", "H", "H", "O", "O"], "coordinates": [[0.846249, 1.055716, -0.956391], [-1.253621, 1.624182, -0.736557], [1.948838, -1.040010, -0.362409], [1.316193, -0.308898, -0.018916], [0.353087, -0.802912, 0.796031], [-0.940633, -0.038880, 0.695460], [-0.852782, 0.716335, -0.629889], [-1.100816, 0.442954, 1.612992], [-1.835643, -0.666712, 0.438657], [1.084960, 0.786201, -2.344934], [0.434167, -1.767976, 1.505956]], "forces_ev_per_angstrom": [[-0.6314, 0.0875, 0.6729], [-0.8678, 0.6045, 0.5252], [0.0761, 0.8668, -0.0496], [0.2968, -0.4510, -0.4058], [-1.5535, -0.7621, 0.2836], [-1.4362, -0.3797, -3.4665], [2.5114, -0.4427, 0.9561], [-0.3308, 1.3835, 1.0471], [1.1586, -0.1337, 1.0822], [0.1884, -0.3376, -0.9134], [0.5886, -0.4356, 0.2682]], "energy_ev": -20048.1060, "de_lowest_ev": 1.377}

***

4.
{"formula": "C4H9NO2", "method": "the ωB97M-V functional and the def2-TZVPD basis", "elements": ["C", "C", "H", "H", "H", "O", "N", "H", "H", "H", "H", "H", "C", "H", "O", "C"], "coordinates": [[-1.106562, 0.505240, 0.370356], [2.408454, -0.645314, 0.958902], [-2.023696, 0.067203, 0.659152], [-0.463766, 1.254057, -1.577349], [-1.210526, 1.612129, 0.804225], [3.526478, -0.303924, 0.819269], [1.267678, 0.123173, 1.003059], [-2.196544, 1.037245, -1.414145], [-1.078844, -0.386351, -2.800496], [0.053946, -1.189273, -0.020406], [2.333168, -1.722909, 0.823300], [1.488344, 1.192514, 0.788481], [-0.091661, -0.523612, 0.875445], [-0.442874, -1.026969, 1.789071], [-1.249460, -0.626488, -1.929329], [-1.214134, 0.633273, -1.149531]], "forces_ev_per_angstrom": [[-0.6082, 1.1338, -0.0772], [-2.3575, -1.1986, -1.1818], [-1.3563, -0.3890, 0.3854], [0.8356, 0.5928, -0.2086], [0.9380, -2.4045, -0.6211], [3.0316, 2.4133, 0.2261], [0.9512, 1.7690, 0.1080], [0.1870, 0.6767, 0.5096], [0.4866, 0.5758, -2.3316], [-0.6295, -0.0968, 1.3070], [-1.5093, -0.6824, 0.6306], [-1.1037, -3.1579, 0.7647], [1.8032, 1.5693, -1.7253], [0.4603, 0.2223, -0.3674], [0.1199, -0.1436, 3.7387], [-1.2489, -0.8800, -1.1572]], "smiles": "O=CNCCCO", "energy_ev": -9877.5293, "de_lowest_ev": 2.531}